[1]
ORCA calculation (the ωB97M-V functional and the def2-TZVPD basis) on a cluster of 16 separate species, C48H136N8O16 in total.

Structure (XYZ):
```
208
Properties=species:S:1:pos:R:3:lowdin_charge:R:1
C 1.27 5.22 -2.08 -0.042
C -0.11 4.95 -1.59 -0.456
C -1.11 5.67 -2.47 -0.187
O -1.06 7.13 -2.39 -0.168
C -2.02 7.60 -1.47 -0.123
N -0.44 3.50 -1.60 0.085
H 1.94 4.67 -1.40 0.079
H 1.54 6.28 -2.08 0.097
H 1.40 4.78 -3.05 0.061
H -0.17 5.40 -0.62 0.090
H -2.10 5.23 -2.32 0.116
H -0.84 5.32 -3.48 0.119
H -3.03 7.49 -1.88 0.086
H -1.90 8.71 -1.40 0.095
H -1.86 7.23 -0.47 0.074
H -1.22 3.34 -1.03 0.029
H 0.39 2.95 -1.25 0.050
C -4.96 -1.81 5.32 -0.055
C -4.40 -2.57 4.05 -0.391
C -4.86 -4.07 4.09 -0.220
O -6.25 -4.18 4.06 -0.193
C -6.72 -5.50 4.03 -0.098
N -4.82 -1.82 2.87 0.051
H -6.04 -1.92 5.24 0.066
H -4.69 -0.74 5.20 0.074
H -4.63 -2.21 6.26 0.059
H -3.29 -2.58 4.17 0.104
H -4.45 -4.60 5.00 0.132
H -4.45 -4.71 3.27 0.117
H -6.54 -5.97 4.99 0.094
H -6.23 -6.06 3.29 0.065
H -7.75 -5.53 3.73 0.087
H -5.65 -2.27 2.46 0.079
H -4.11 -1.83 2.08 0.071
C -6.58 1.82 -1.04 -0.051
C -6.13 1.82 0.41 -0.409
C -7.21 1.46 1.37 -0.217
O -6.60 1.40 2.62 -0.183
C -7.23 0.51 3.45 -0.147
N -4.91 1.01 0.61 0.068
H -7.66 2.09 -1.06 0.092
H -6.51 0.88 -1.55 0.070
H -6.07 2.55 -1.67 0.076
H -5.91 2.88 0.60 0.129
H -7.66 0.54 1.07 0.127
H -7.96 2.22 1.35 0.125
H -6.69 0.49 4.43 0.092
H -7.19 -0.55 3.11 0.079
H -8.29 0.80 3.60 0.097
H -4.92 0.75 1.60 0.073
H -5.01 0.15 0.09 0.076
C 7.44 -0.60 2.37 -0.066
C 7.11 0.81 2.90 -0.445
C 6.24 1.50 1.85 -0.215
O 6.88 1.62 0.61 -0.186
C 6.44 2.60 -0.22 -0.142
N 6.41 0.84 4.16 0.014
H 6.61 -1.35 2.22 0.083
H 8.21 -1.00 3.02 0.064
H 7.88 -0.48 1.39 0.059
H 8.08 1.36 3.06 0.154
H 6.02 2.52 2.24 0.129
H 5.24 1.00 1.78 0.134
H 5.34 2.52 -0.40 0.100
H 6.88 2.69 -1.20 0.089
H 6.62 3.55 0.19 0.066
H 5.45 0.43 4.15 0.067
H 6.94 0.26 4.86 0.100
C 0.98 -2.26 -4.11 -0.066
C 1.89 -1.60 -5.09 -0.395
C 1.13 -0.53 -5.89 -0.259
O 1.79 -0.28 -7.06 -0.182
C 1.35 1.00 -7.67 -0.045
N 2.99 -0.88 -4.46 0.058
H 0.54 -1.56 -3.40 0.061
H 1.59 -2.87 -3.38 0.069
H 0.16 -2.85 -4.54 0.094
H 2.29 -2.35 -5.76 0.143
H 1.01 0.33 -5.30 0.094
H 0.11 -0.88 -6.18 0.141
H 0.35 0.83 -8.07 0.078
H 1.99 1.24 -8.54 0.092
H 1.33 1.83 -6.95 0.073
H 3.77 -1.50 -4.17 0.091
H 3.41 -0.42 -5.24 0.072
C 1.89 -0.91 -0.62 -0.034
C 1.03 0.34 -0.51 -0.460
C 0.25 0.38 0.79 -0.153
O -0.64 -0.74 0.90 -0.207
C -1.15 -0.77 2.23 -0.091
N 1.77 1.51 -0.65 0.044
H 1.27 -1.82 -0.34 0.092
H 2.78 -0.82 0.00 0.074
H 2.23 -1.03 -1.66 0.063
H 0.34 0.37 -1.33 0.130
H -0.37 1.33 0.79 0.122
H 0.84 0.39 1.64 0.090
H -1.64 0.18 2.55 0.115
H -0.32 -0.83 2.90 0.045
H -1.78 -1.61 2.36 0.059
H 2.17 1.45 -1.59 0.057
H 2.65 1.48 -0.08 0.115
C -2.65 2.67 -6.43 -0.065
C -2.49 3.04 -4.98 -0.432
C -3.58 2.57 -3.98 -0.161
O -3.52 1.13 -3.92 -0.194
C -3.31 0.61 -2.66 -0.125
N -1.20 2.55 -4.52 0.044
H -2.65 1.60 -6.59 0.066
H -1.73 2.95 -6.96 0.069
H -3.58 3.13 -6.88 0.096
H -2.51 4.15 -4.79 0.134
H -4.57 2.86 -4.25 0.108
H -3.44 2.92 -2.99 0.090
H -2.32 0.80 -2.32 0.073
H -3.57 -0.45 -2.74 0.091
H -4.06 0.95 -1.95 0.055
H -0.92 2.81 -3.58 0.023
H -1.19 1.53 -4.56 0.068
C 1.45 -6.60 -1.92 -0.065
C 2.31 -5.37 -2.02 -0.470
C 3.16 -5.45 -0.74 -0.209
O 3.93 -4.30 -0.53 -0.194
C 4.00 -3.90 0.82 -0.092
N 2.98 -5.26 -3.30 0.063
H 0.74 -6.48 -2.73 0.077
H 0.96 -6.61 -0.93 0.080
H 2.08 -7.48 -2.09 0.092
H 1.73 -4.44 -1.92 0.121
H 3.83 -6.30 -0.78 0.127
H 2.46 -5.67 0.13 0.124
H 4.43 -2.89 0.87 0.080
H 4.63 -4.51 1.43 0.087
H 3.01 -3.86 1.24 0.072
H 3.56 -4.40 -3.26 0.071
H 3.58 -6.06 -3.44 0.075
C 2.01 -0.16 4.30 -0.061
C 2.37 -1.43 3.51 -0.305
O 3.75 -1.64 3.82 -0.078
H 2.47 0.70 3.83 0.070
H 2.29 -0.31 5.33 0.073
H 0.90 0.00 4.24 0.073
H 2.21 -1.46 2.42 0.098
H 1.72 -2.22 3.84 0.077
H 4.06 -2.38 3.31 0.050
C -1.36 -1.67 7.57 -0.067
C -1.07 -2.98 6.85 -0.339
O -2.05 -3.92 7.20 -0.071
H -2.28 -1.19 7.24 0.071
H -0.52 -1.01 7.42 0.067
H -1.49 -1.87 8.62 0.072
H -0.05 -3.30 6.96 0.102
H -1.16 -2.85 5.75 0.089
H -1.98 -4.72 6.68 0.075
C 6.59 -0.45 -2.30 -0.058
C 5.98 -1.60 -1.56 -0.288
O 4.92 -2.20 -2.33 -0.115
H 7.04 0.15 -1.53 0.057
H 5.77 0.11 -2.76 0.060
H 7.22 -0.68 -3.12 0.069
H 5.68 -1.35 -0.58 0.074
H 6.68 -2.44 -1.31 0.125
H 4.37 -2.81 -1.79 0.044
C -1.52 -2.67 -1.84 -0.065
C -2.46 -2.84 -0.65 -0.322
O -3.07 -1.66 -0.23 -0.089
H -2.07 -2.54 -2.76 0.076
H -0.94 -3.62 -1.96 0.084
H -0.86 -1.87 -1.66 0.037
H -1.90 -3.32 0.21 0.090
H -3.32 -3.51 -0.80 0.122
H -2.28 -1.18 0.08 0.049
C -1.37 -4.36 2.93 -0.069
C 0.01 -4.04 2.36 -0.335
O 0.25 -4.79 1.23 -0.088
H -2.12 -4.01 2.23 0.049
H -1.58 -3.80 3.85 0.041
H -1.53 -5.41 3.20 0.089
H 0.87 -4.28 3.02 0.120
H 0.09 -2.94 2.02 0.107
H -0.20 -4.45 0.44 0.069
C -3.10 4.51 1.30 -0.081
C -2.76 3.17 1.95 -0.269
O -2.40 2.29 0.84 -0.169
H -4.04 4.42 0.75 0.061
H -2.21 4.73 0.71 0.048
H -3.16 5.40 1.96 0.082
H -3.64 2.70 2.45 0.109
H -1.94 3.26 2.67 0.099
H -3.25 1.81 0.60 0.043
C 3.08 2.67 -4.69 -0.083
C 4.03 2.30 -3.57 -0.295
O 3.64 1.15 -2.80 -0.156
H 2.10 3.06 -4.39 0.062
H 3.04 1.78 -5.29 0.033
H 3.65 3.37 -5.40 0.111
H 4.07 3.12 -2.85 0.100
H 5.06 2.08 -4.00 0.121
H 3.32 0.44 -3.38 0.001
C 2.07 5.24 2.86 -0.084
C 0.93 4.99 1.96 -0.340
O 1.03 3.66 1.51 -0.073
H 2.10 4.46 3.60 0.079
H 2.05 6.12 3.44 0.065
H 2.98 5.17 2.33 0.064
H 0.89 5.70 1.16 0.096
H 0.03 5.13 2.57 0.108
H 0.72 3.67 0.60 0.034
```

Output
Multiplicity: 1
M, g/mol: 1081.7
Frontier orbital gap, eV: 8.901
E, eV: -96655.061
ΔE to the lowest compared entry with this formula, charge and spin, eV: 2.6352
E_HOMO, eV: -8.5

[2]
ORCA calculation (the ωB97M-V functional and the def2-TZVPD basis) on a cluster of 9 separate species, C48H144N21O15P9 in total.

Structure (XYZ):
```
237
Properties=species:S:1:pos:R:3:lowdin_charge:R:1
O 1.25 19.64 20.33 -0.300
P 1.98 18.67 21.17 0.489
N 0.98 18.10 22.43 -0.302
C 1.35 17.60 23.70 -0.167
C -0.45 18.15 22.17 -0.094
N 3.34 19.13 21.95 -0.272
C 4.60 19.19 21.13 -0.075
C 3.28 20.15 23.05 -0.089
N 2.36 17.34 20.27 -0.284
C 2.18 17.43 18.78 -0.073
C 2.90 16.16 20.95 -0.098
H 2.41 17.52 23.89 0.061
H 0.94 16.59 23.85 0.055
H 0.96 18.22 24.55 0.099
H -0.82 17.09 22.21 0.092
H -0.56 18.69 21.27 0.053
H -0.98 18.61 22.99 0.075
H 5.52 19.04 21.81 0.093
H 4.54 18.46 20.36 0.027
H 4.69 20.17 20.61 0.088
H 3.70 21.12 22.77 0.068
H 2.24 20.39 23.35 0.089
H 3.95 19.94 23.91 0.069
H 3.17 17.33 18.28 0.062
H 1.46 16.67 18.39 0.083
H 1.74 18.41 18.49 0.076
H 3.83 15.86 20.51 0.052
H 2.21 15.32 20.79 0.064
H 3.10 16.28 22.00 0.052
O 8.57 16.57 16.26 -0.295
P 7.81 15.50 16.95 0.514
N 7.05 15.83 18.39 -0.282
C 5.90 16.73 18.26 -0.119
C 7.90 16.34 19.48 -0.096
N 8.80 14.23 17.40 -0.306
C 8.55 13.29 18.46 -0.124
C 9.81 13.80 16.44 -0.120
N 6.55 15.07 15.91 -0.303
C 6.33 15.80 14.64 -0.103
C 5.75 13.87 16.21 -0.108
H 5.23 16.41 17.48 0.055
H 6.23 17.75 17.92 0.108
H 5.34 16.69 19.23 0.068
H 7.27 16.33 20.42 0.088
H 8.24 17.35 19.26 0.083
H 8.75 15.74 19.63 0.048
H 8.10 12.36 18.01 0.096
H 9.53 13.12 18.90 0.064
H 7.82 13.54 19.20 0.043
H 10.79 13.54 16.86 0.065
H 9.46 12.86 15.90 0.102
H 10.01 14.58 15.72 0.070
H 7.04 15.70 13.83 0.066
H 5.35 15.46 14.27 0.084
H 6.35 16.88 14.82 0.071
H 4.62 14.05 16.30 0.107
H 6.05 13.41 17.15 0.030
H 5.96 13.11 15.48 0.068
O 8.85 16.32 30.53 -0.313
P 8.53 15.33 29.46 0.552
N 8.76 13.64 29.67 -0.290
C 8.03 12.91 30.73 -0.121
C 10.12 13.02 29.50 -0.093
N 9.42 15.67 28.09 -0.306
C 9.05 14.96 26.89 -0.114
C 9.75 17.07 27.95 -0.114
N 6.89 15.36 29.21 -0.287
C 6.10 14.33 28.55 -0.128
C 6.16 16.62 29.44 -0.088
H 8.00 11.84 30.57 0.079
H 7.00 13.25 30.81 0.074
H 8.53 13.03 31.70 0.084
H 10.05 12.00 29.12 0.080
H 10.53 12.89 30.47 0.056
H 10.80 13.66 28.97 0.072
H 8.11 15.39 26.49 0.082
H 9.79 15.07 26.12 0.062
H 9.01 13.93 27.07 0.061
H 9.04 17.56 27.26 0.079
H 9.83 17.46 28.95 0.061
H 10.75 17.22 27.48 0.090
H 6.66 13.42 28.46 0.063
H 5.15 14.20 29.12 0.102
H 5.82 14.71 27.57 0.042
H 6.59 17.28 30.17 0.070
H 5.12 16.51 29.79 0.080
H 6.09 17.10 28.46 0.075
O 11.00 18.08 20.14 -0.313
P 12.37 17.84 19.61 0.545
N 12.47 16.60 18.46 -0.306
C 11.87 15.28 18.83 -0.089
C 12.50 16.86 17.01 -0.101
N 13.48 17.31 20.78 -0.290
C 14.70 16.55 20.47 -0.102
C 13.24 17.82 22.13 -0.118
N 12.94 19.30 18.97 -0.287
C 14.35 19.54 18.66 -0.089
C 11.97 20.01 18.12 -0.101
H 11.73 15.26 19.91 0.070
H 12.65 14.56 18.42 0.096
H 10.92 15.09 18.32 0.043
H 12.87 15.93 16.49 0.093
H 13.22 17.62 16.70 0.059
H 11.46 17.09 16.64 0.092
H 15.57 17.15 20.16 0.069
H 15.04 16.00 21.37 0.081
H 14.45 15.77 19.74 0.063
H 13.94 18.69 22.43 0.101
H 12.27 18.32 22.22 0.051
H 13.36 17.05 22.90 0.071
H 14.35 20.62 18.56 0.081
H 14.97 19.17 19.42 0.051
H 14.69 19.21 17.70 0.065
H 12.32 21.00 17.98 0.065
H 10.97 19.99 18.57 0.078
H 11.92 19.60 17.12 0.069
O 1.10 12.46 26.96 -0.279
P 2.06 13.21 26.12 0.543
N 1.60 13.08 24.51 -0.289
C 2.08 13.94 23.43 -0.129
C 0.92 11.83 24.09 -0.067
N 3.70 12.86 26.38 -0.281
C 4.78 13.09 25.42 -0.097
C 3.99 11.68 27.24 -0.109
N 2.04 14.87 26.37 -0.286
C 0.70 15.36 26.37 -0.146
C 2.93 15.44 27.38 -0.092
H 2.66 13.35 22.68 0.065
H 2.76 14.73 23.69 0.060
H 1.19 14.30 22.92 0.082
H 0.57 11.46 25.04 0.061
H 1.64 11.13 23.71 0.053
H 0.18 12.13 23.35 0.088
H 5.35 13.97 25.75 0.052
H 5.50 12.25 25.49 0.102
H 4.52 13.24 24.41 0.028
H 4.92 11.70 27.82 0.070
H 3.13 11.64 27.93 0.074
H 3.99 10.71 26.73 0.075
H 0.07 14.83 25.70 0.074
H 0.27 15.23 27.34 0.082
H 0.60 16.38 26.07 0.061
H 3.11 16.46 27.18 0.061
H 3.87 14.87 27.32 0.029
H 2.43 15.38 28.40 0.114
O 5.68 12.11 19.34 -0.276
P 4.87 11.06 19.92 0.501
N 5.19 10.50 21.42 -0.287
C 6.57 10.17 21.74 -0.129
C 4.42 10.80 22.67 -0.070
N 4.88 9.65 19.00 -0.281
C 4.51 8.32 19.40 -0.142
C 5.30 9.75 17.57 -0.070
N 3.25 11.61 19.83 -0.269
C 2.14 10.71 20.27 -0.091
C 2.96 12.98 19.39 -0.095
H 7.19 10.24 20.83 0.070
H 6.63 9.11 22.13 0.112
H 7.01 10.93 22.43 0.084
H 4.16 9.90 23.27 0.105
H 3.52 11.29 22.43 0.019
H 5.02 11.41 23.30 0.042
H 3.67 7.95 18.86 0.057
H 5.27 7.48 19.13 0.111
H 4.24 8.27 20.43 0.057
H 5.98 8.94 17.32 0.076
H 4.43 9.62 16.94 0.071
H 5.68 10.75 17.38 0.055
H 1.35 10.57 19.53 0.077
H 2.52 9.69 20.55 0.078
H 1.64 11.18 21.13 0.058
H 2.30 13.46 20.07 0.036
H 2.50 12.94 18.39 0.089
H 3.86 13.57 19.28 0.056
O 12.46 9.73 23.33 -0.288
P 12.13 11.15 23.10 0.470
N 11.97 11.93 24.55 -0.309
C 11.31 11.19 25.68 -0.059
C 11.69 13.34 24.54 -0.129
N 10.74 11.29 22.21 -0.291
C 10.08 12.53 21.76 -0.085
C 9.95 10.13 22.12 -0.144
N 13.20 12.18 22.37 -0.291
C 13.38 12.05 20.88 -0.079
C 14.53 12.16 23.02 -0.106
H 10.22 11.45 25.55 0.091
H 11.60 11.67 26.60 0.060
H 11.57 10.13 25.58 0.074
H 11.86 13.74 25.56 0.092
H 10.69 13.47 24.30 0.025
H 12.37 13.82 23.84 0.073
H 9.52 12.36 20.85 0.053
H 9.32 12.91 22.51 0.069
H 10.80 13.34 21.63 0.070
H 10.61 9.26 22.11 0.080
H 9.21 10.05 22.95 0.083
H 9.27 10.21 21.22 0.077
H 12.45 12.03 20.34 0.063
H 14.01 12.82 20.48 0.064
H 13.92 11.10 20.73 0.087
H 15.20 11.43 22.62 0.067
H 14.55 11.95 24.11 0.099
H 14.89 13.14 22.84 0.061
C 5.61 17.05 24.54 -0.024
O 6.41 15.83 24.60 -0.240
P 7.45 15.41 23.51 0.279
O 8.25 14.25 23.96 -0.239
O 6.68 15.26 22.17 -0.220
C 6.08 14.06 21.66 -0.047
O 8.20 16.74 23.27 -0.192
C 9.60 16.69 22.87 -0.037
H 6.24 17.94 24.53 0.065
H 5.10 16.99 25.48 0.069
H 4.98 17.05 23.66 0.075
H 6.77 13.27 21.85 0.064
H 6.12 14.16 20.57 0.065
H 5.13 13.83 22.06 0.068
H 9.67 16.70 21.76 0.069
H 10.12 15.81 23.31 0.084
H 10.07 17.58 23.20 0.068
C 8.77 20.90 21.43 -0.027
O 8.59 21.44 22.80 -0.227
P 7.37 21.35 23.80 0.365
O 6.51 20.18 23.89 -0.231
O 8.14 21.75 25.11 -0.212
C 8.79 20.85 25.99 -0.082
O 6.44 22.66 23.54 -0.223
C 6.94 23.86 22.94 -0.086
H 9.76 20.42 21.35 0.080
H 8.73 21.76 20.76 0.080
H 8.04 20.13 21.09 0.096
H 9.02 21.27 26.95 0.080
H 9.69 20.45 25.53 0.087
H 8.02 20.08 26.20 0.091
H 6.07 24.21 22.38 0.089
H 7.79 23.68 22.29 0.075
H 7.18 24.56 23.75 0.096
```

Output
Multiplicity: 1
M, g/mol: 1534.6
Frontier orbital gap, eV: 8.646
E, eV: -197729.018
ΔE to the lowest compared entry with this formula, charge and spin, eV: 0.0000
E_HOMO, eV: -8.2